Here is C13H30BaO8SSeSi as an isolated structure from OMol25. Energies are from ωB97M-V/def2-TZVPD.

The value obtained for the HOMO-LUMO gap is 6.7 eV. Its net charge is -2. The calculation puts the relative energy (zero: lowest compared OMol25 entry of this formula, charge and spin) at 0.00 kJ/mol.

Each line ends with the Mulliken charge.
CARTESIAN COORDINATES (ANGSTROEM)
Ba  2.7067  -0.4968  -2.8810  1.787
C  -1.4887  1.7533  -1.5261  -1.335
C  -0.5007  1.9522  -0.3864  1.769
C  -1.2131  2.2674  0.9127  -1.299
C  0.5132  3.0288  -0.7340  -1.355
O  0.2587  0.7312  -0.2491  0.410
Si  -0.2132  -0.6954  0.3732  -0.405
S  1.1411  -2.1671  -0.2054  -0.776
O  -1.7474  -0.9062  -0.1104  -0.082
C  -2.7888  -1.8125  0.3267  1.811
C  -3.6084  -2.0830  -0.9299  -1.706
C  -2.1671  -3.0738  0.8907  -1.450
C  -3.5981  -1.0875  1.3867  -1.472
O  -0.3996  -0.5810  2.0129  -0.097
C  0.6296  -0.5546  3.0160  1.664
C  1.8285  0.2088  2.4911  -1.314
C  0.0252  0.1441  4.2231  -1.707
C  0.9787  -2.0002  3.3359  -1.584
H  -2.0921  2.6758  -1.6504  0.430
H  -2.1632  0.9075  -1.3085  0.027
H  -0.9667  1.5571  -2.4809  0.302
H  -1.8182  3.1835  0.7853  0.502
H  -0.4912  2.4472  1.7266  0.188
H  -1.8804  1.4397  1.2168  0.087
H  -0.0338  3.9154  -1.1015  0.412
H  1.2306  2.6712  -1.5002  -0.054
H  1.0896  3.3341  0.1561  0.382
H  -2.9911  -2.6196  -1.6831  0.361
H  -3.9678  -1.1350  -1.3739  0.322
H  -4.4803  -2.7109  -0.6820  0.404
H  -1.5093  -3.5674  0.1492  0.269
H  -2.9788  -3.7726  1.1772  0.480
H  -1.5626  -2.8392  1.7853  0.131
H  -4.0538  -0.1665  0.9817  0.270
H  -2.9508  -0.8067  2.2413  0.102
H  -4.4101  -1.7412  1.7544  0.486
H  1.5282  1.2079  2.1086  0.180
H  2.3268  -0.3587  1.6637  0.229
H  2.5647  0.3390  3.3053  0.575
H  -0.2982  1.1735  3.9707  0.314
H  0.7786  0.2032  5.0251  0.378
H  -0.8715  -0.3949  4.5890  0.318
H  1.2446  -2.5342  2.3957  0.186
H  0.1186  -2.5086  3.8026  0.318
H  1.8375  -2.0347  4.0313  0.452
O  2.4479  -0.9959  -5.0823  -0.857
Se  4.0994  -1.2855  -5.2387  1.323
O  4.3263  -2.8099  -5.7846  -0.769
O  4.7700  -1.1399  -3.7053  -0.883
O  4.7597  -0.1665  -6.2339  -0.765
C  3.2241  2.8080  -3.4174  -0.722
O  2.6599  1.7875  -2.6512  -0.805
H  3.9954  2.4183  -4.1325  0.156
H  3.7183  3.5649  -2.7714  0.190
H  2.4432  3.3263  -4.0147  0.220

Forces on atoms 1 to 2 (eV/Å):
-2.80 0.36 5.12
-0.61 0.25 -0.44



Here is a 2-piece molecular cluster, C4H8O2 overall from OMol25. Energies are from ωB97M-V/def2-TZVPD.

The value obtained for the HOMO-LUMO gap (alpha / beta) is 9.3 / 6.2 eV. Its net charge is +1. The multiplicity is 2. The expectation value of S² is 0.781. The calculation puts the relative energy (zero: lowest compared OMol25 entry of this formula, charge and spin) at 147.09 kJ/mol.

Each line ends with the Mulliken charge.
CARTESIAN COORDINATES (ANGSTROEM)
C  -2.4258  1.7457  -0.5330  -0.559
C  -1.7454  0.8280  0.1315  -0.116
C  -0.5525  0.0914  -0.1277  0.146
C  -0.1911  -0.8558  0.7314  -0.104
O  0.8184  -1.7175  0.3583  -0.389
H  -3.4261  1.8868  -0.1674  0.306
H  -1.8411  2.0337  -1.3405  0.312
H  -2.1647  0.4459  1.1041  0.207
H  -0.0665  0.2015  -1.0602  0.422
H  -0.3208  -0.8568  1.7960  0.391
H  0.7496  -2.6133  0.7113  0.371
H  2.4924  -0.4954  -0.3182  0.301
H  2.7105  0.8906  -0.8575  0.291
O  3.1011  0.1740  -0.4934  -0.579

Forces on atoms 1 to 2 (eV/Å):
-0.33 -0.48 -0.07
1.38 -3.71 4.67



Here is a 2-piece molecular cluster, C6H15NO overall from OMol25. Energies are from ωB97M-V/def2-TZVPD.

The value obtained for the HOMO-LUMO gap (alpha / beta) is 11.2 / 5.8 eV. Its net charge is +1. The multiplicity is 2. The expectation value of S² is 0.768. The calculation puts the relative energy (zero: lowest compared OMol25 entry of this formula, charge and spin) at 129.83 kJ/mol.

Each line ends with the Mulliken charge.
CARTESIAN COORDINATES (ANGSTROEM)
C  -0.4143  -0.4472  1.8791  -1.205
C  0.8202  0.3430  1.4759  0.287
C  1.5721  -0.4333  0.1860  -0.889
C  0.6460  -0.4062  -0.9561  -0.392
C  0.3260  0.7201  -1.6193  0.426
C  -0.7990  0.8723  -2.5584  -1.708
N  1.6583  0.6065  2.5438  -0.303
H  -0.2294  -1.2253  2.5963  0.404
H  -1.1054  0.2383  2.3831  0.354
H  -0.9841  -0.7623  1.0159  0.329
H  0.5298  1.2862  1.0364  0.307
H  1.7737  -1.4362  0.5485  0.339
H  2.4893  0.0940  -0.0598  0.427
H  0.1012  -1.3354  -1.1033  0.440
H  0.8542  1.6184  -1.3068  0.396
H  -0.6228  1.4272  -3.4758  0.422
H  -1.1340  -0.0955  -2.9295  0.484
H  -1.5928  1.3771  -2.0532  0.354
H  1.7481  -0.0516  3.3132  0.290
H  2.5445  1.0496  2.3160  0.284
H  -3.4064  -1.4962  -0.9144  0.298
H  -2.3188  -0.6014  -1.4630  0.252
O  -2.4562  -1.3418  -0.8545  -0.595

Forces on atoms 1 to 2 (eV/Å):
-0.56 1.26 0.05
-1.20 -0.10 0.92



Here is a 2-piece molecular cluster, C5H11B overall from OMol25. Energies are from ωB97M-V/def2-TZVPD.

The value obtained for the HOMO-LUMO gap is 8.5 eV. As for the structure (SMILES): C/B=C\C.C=C. The calculation puts the relative energy (zero: lowest compared OMol25 entry of this formula, charge and spin) at 228.78 kJ/mol.

Each line ends with the Mulliken charge.
CARTESIAN COORDINATES (ANGSTROEM)
C  -0.3486  2.0766  -0.1863  -0.885
B  -0.7522  0.5930  -0.0472  0.022
C  -1.1742  -0.7191  0.1001  0.145
C  -2.5887  -1.2494  0.0656  -1.198
H  -1.2324  2.6920  -0.0018  0.288
H  0.0351  2.3456  -1.1707  0.323
H  0.3933  2.3721  0.5534  0.303
H  -0.4443  -1.5030  0.2695  0.144
H  -2.9032  -1.5781  1.0599  0.289
H  -2.6623  -2.1031  -0.6077  0.305
H  -3.2823  -0.4803  -0.2668  0.305
C  2.6519  -0.8816  -0.3878  -0.419
C  2.3318  0.0699  0.4636  -0.692
H  2.2343  -1.8726  -0.3187  0.227
H  3.3469  -0.7197  -1.1959  0.238
H  1.6399  -0.1011  1.2723  0.380
H  2.7550  1.0587  0.3986  0.226

Forces on atoms 1 to 2 (eV/Å):
-0.04 -0.22 -0.15
0.16 0.05 -0.02



Here is C35H37F5OP2SnTe as an isolated structure from OMol25. Energies are from ωB97M-V/def2-TZVPD.

The value obtained for the HOMO-LUMO gap (alpha / beta) is 4.5 / 5.7 eV. Its net charge is +2.

Each line ends with the Mulliken charge.
CARTESIAN COORDINATES (ANGSTROEM)
Sn  -0.0719  -0.0666  -0.8187  1.310
C  -1.9927  0.8231  -5.6333  0.361
C  -2.0669  -0.5136  -5.5452  -0.954
C  -1.4008  -1.4500  -6.5152  -1.106
C  -0.0325  -0.9864  -7.0914  -1.313
C  0.9081  -0.2488  -6.1786  -0.033
C  0.8684  1.0578  -5.8970  0.168
C  0.0303  2.0160  -6.6894  -0.948
C  -1.4458  1.5655  -6.8083  -1.155
C  1.3749  0.6521  0.6803  -1.425
H  -2.4376  1.4718  -4.8755  0.421
H  -2.8262  -0.9957  -4.9068  1.534
H  -2.0548  -1.6395  -7.3886  0.547
H  -1.2675  -2.4300  -6.0335  0.028
H  0.4924  -1.9035  -7.3826  0.528
H  -0.2193  -0.4322  -8.0214  0.333
H  1.7780  -0.8469  -5.9049  0.824
H  1.5895  1.5340  -5.2315  -0.219
H  0.4130  2.1423  -7.7230  0.316
H  0.0690  3.0052  -6.2076  0.355
H  -2.0358  2.4847  -6.9124  0.498
H  -1.5713  0.9893  -7.7342  0.322
H  0.9734  1.5693  1.1301  0.453
H  2.3880  0.8073  0.3090  0.484
H  1.3591  -0.1425  1.4238  0.494
P  -1.6375  -0.8900  -2.7123  1.036
P  2.0929  -0.0430  -2.3570  0.720
C  -0.1677  -1.4098  -3.5932  -0.435
C  1.1712  -1.0973  -3.4802  -1.459
C  -2.6194  -2.3284  -2.2001  0.622
C  -2.7292  -3.4654  -3.0167  -0.661
C  -3.5571  -4.5190  -2.6280  -0.675
C  -4.2043  -4.4867  -1.3845  -0.604
C  -4.0234  -3.3921  -0.5289  -0.818
C  -3.2714  -2.3048  -0.9578  -0.475
C  -2.6524  0.6305  -2.6398  1.405
C  -2.0711  1.9254  -2.5314  0.187
C  -2.8702  3.0660  -2.5950  -0.713
C  -4.2578  2.9417  -2.7510  -0.642
C  -4.8494  1.6757  -2.7963  -0.838
C  -4.0601  0.5266  -2.7083  -0.626
C  3.5430  -0.9762  -1.8123  0.447
C  3.3687  -2.2461  -1.2279  -0.496
C  4.4743  -3.0349  -0.9183  -0.780
C  5.7658  -2.5551  -1.1822  -0.459
C  5.9468  -1.2704  -1.7044  -0.725
C  4.8449  -0.4774  -2.0165  -0.357
C  2.5190  1.7043  -2.6369  1.114
C  2.1300  2.7191  -1.7250  -0.275
C  2.4637  4.0462  -1.9600  -0.842
C  3.1042  4.3976  -3.1573  -0.608
C  3.4557  3.4161  -4.0838  -0.440
C  3.2633  2.0628  -3.7741  -0.628
H  -0.4039  -2.2342  -4.2911  0.618
H  1.8735  -1.6954  -4.0892  0.966
H  -2.1806  -3.5101  -3.9592  0.152
H  -3.6923  -5.3731  -3.2897  0.471
H  -4.8392  -5.3214  -1.0720  0.417
H  -4.4628  -3.3817  0.4668  0.474
H  -3.1520  -1.4351  -0.3209  0.637
H  -0.9852  2.0336  -2.4075  -0.069
H  -2.4097  4.0544  -2.5067  0.484
H  -4.8758  3.8370  -2.8087  0.444
H  -5.9350  1.5743  -2.8861  0.467
H  -4.5214  -0.4624  -2.7032  0.511
H  2.3588  -2.5970  -1.0068  0.353
H  4.3296  -4.0179  -0.4743  0.447
H  6.6283  -3.1877  -0.9765  0.431
H  6.9537  -0.8851  -1.8757  0.428
H  4.9793  0.5280  -2.4192  0.353
H  1.5901  2.4415  -0.8167  0.155
H  2.2176  4.8013  -1.2141  0.497
H  3.3311  5.4442  -3.3563  0.440
H  3.8849  3.6850  -5.0538  0.465
H  3.6413  1.2840  -4.4402  0.426
F  -0.4120  0.6526  3.1236  -0.441
Te  -1.8469  -0.4780  2.3634  1.689
F  0.2488  -1.9966  -0.3735  -0.727
F  -3.5169  -1.4005  1.8129  -0.472
F  -2.3242  -0.9896  4.2197  -0.372
F  -2.9758  1.0165  2.6739  -0.340
O  -1.6207  0.2496  0.5562  -0.698

Forces on atoms 1 to 2 (eV/Å):
-1.02 -1.54 2.90
-0.43 0.08 0.09



Here is an isolated ion of composition C9H15N2 and charge +1 from OMol25. Energies are from ωB97M-V/def2-TZVPD.

The value obtained for the HOMO-LUMO gap is 9.8 eV. Its net charge is +1. As for the structure (SMILES): C=C(CCCC)[n+]1cc[nH]c1. The calculation puts the relative energy (zero: lowest compared OMol25 entry of this formula, charge and spin) at 212.67 kJ/mol.

Each line ends with the Mulliken charge.
CARTESIAN COORDINATES (ANGSTROEM)
C  -1.0880  -2.4204  0.7600  -1.202
C  -0.8828  -1.3629  0.0153  0.797
C  0.6093  -1.0136  -0.8028  -1.350
C  1.2328  0.1746  -0.0849  -0.320
C  2.7535  0.2513  -0.5447  -0.356
C  3.5962  1.1846  0.3706  -1.491
N  -1.7389  -0.3031  0.0204  0.231
C  -1.9944  0.5602  -0.9845  -0.441
C  -3.0189  1.3997  -0.5708  -0.297
N  -3.3920  1.0014  0.6599  -0.074
C  -2.5212  -0.0283  1.0691  -0.243
H  -1.9812  -2.6559  1.2953  0.323
H  -0.4538  -3.2709  0.6736  0.308
H  1.1444  -1.8981  -0.7505  0.612
H  0.3933  -0.8579  -1.7888  0.495
H  0.5876  1.0327  -0.4105  0.334
H  1.2642  0.0343  0.9879  0.317
H  2.6174  0.5252  -1.6576  0.292
H  3.0345  -0.7647  -0.3472  0.305
H  3.6107  0.8412  1.3109  0.428
H  3.3382  2.1891  0.2704  0.410
H  4.6126  1.3555  0.0278  0.395
H  -1.2552  0.7686  -1.6529  0.475
H  -3.5820  2.2608  -1.0767  0.371
H  -4.1670  1.4476  1.1833  0.260
H  -2.7193  -0.4509  2.0274  0.422

Forces on atoms 1 to 2 (eV/Å):
-0.27 -0.93 -0.54
5.19 -0.63 -1.84



Values for calculated total energy, a.u., ordered as above
-4230.0959, -307.2869, -367.2688, -221.8623, -3094.7216, -461.1188
Values for maximum force, eV Å⁻¹, ordered as above
5.845, 6.124, 1.516, 0.321, 3.975, 5.704